C36H44BF4IrN4 | ωB97M-V with the def2-TZVPD basis set

The geometry in XYZ format:
```
90
Properties=species:S:1:pos:R:3:forces:R:3
Ir -0.06114 0.06664 -0.01933 0.07 -0.07 0.01
F 1.43633 -3.57398 1.79704 0.17 0.29 -0.16
F 1.30326 -1.52035 0.74266 0.03 -0.05 0.02
F 2.95470 -3.02496 0.13801 -0.21 0.15 0.26
F 3.05179 -1.96353 2.19185 -0.24 -0.12 -0.26
N 1.48282 1.29852 -0.35100 0.05 -0.16 0.05
N -0.26080 0.83112 1.87884 0.05 0.13 0.13
N -1.64591 -1.11529 0.28802 0.14 -0.06 0.01
N 0.09421 -0.64593 -1.94324 -0.10 -0.06 -0.12
C 1.69708 -0.96466 -5.31881 0.08 -0.07 0.05
C -3.12361 -2.84649 0.06628 -0.47 -0.10 0.92
C -2.08836 -0.55511 2.66470 -0.02 0.02 0.04
C 3.61748 5.11501 0.63702 0.01 -0.07 0.01
C -3.37441 -3.95757 3.29046 -0.03 0.05 -0.02
C 3.38338 2.18819 -1.26762 0.35 0.53 0.68
C 0.10389 1.99553 3.85337 -0.29 -0.08 0.34
C 2.05690 0.58692 -2.65801 -0.05 -0.04 -0.06
C -0.92880 1.16235 4.07812 0.24 0.36 0.27
C -0.22597 -1.86087 -3.89304 0.29 0.08 -0.40
C 3.25551 2.69796 0.02263 0.53 0.01 -0.84
C -4.10584 -2.89908 2.45226 0.09 -0.08 0.05
C 0.83583 -1.06263 -4.10171 -0.25 -0.29 -0.26
C 0.29147 4.44038 4.42520 0.00 -0.08 0.01
C 1.61323 2.37028 1.88092 0.08 0.04 -0.09
C 2.29073 1.31928 -1.47114 -0.48 -0.30 -0.28
C 4.00311 3.54079 -3.30556 0.01 -0.06 0.05
C 2.94562 -1.85178 -5.21715 -0.04 0.03 0.02
C -1.70565 -2.26824 -1.90786 -0.13 -0.06 0.08
C 1.04422 -0.30328 -2.86599 0.41 0.41 0.47
C -2.13004 -2.19582 -5.49874 0.05 -0.03 0.05
C -0.68153 -1.60909 -2.52398 -0.27 0.07 0.61
C -2.31204 -1.30093 1.48415 0.38 0.51 0.20
C -3.23736 -2.35557 1.36463 -0.32 -0.63 -0.71
C -1.75602 1.00938 5.31405 -0.10 0.01 -0.10
C -2.13361 -2.07696 -0.57519 0.44 0.38 -0.57
C 4.15080 3.67733 0.71377 -0.09 0.05 -0.05
C -3.90867 -3.96439 -0.54324 -0.06 0.10 -0.04
C 2.08646 2.12817 0.57135 -0.62 -0.12 0.50
C 0.53957 1.76575 2.47114 0.28 -0.05 -0.59
C -3.09713 1.74983 5.21367 0.06 -0.04 0.00
C 4.44830 2.49406 -2.27405 -0.09 0.08 -0.01
C -1.14985 0.41916 2.83425 -0.31 -0.48 -0.44
C -5.15193 -3.46093 -1.29025 0.08 -0.01 0.03
C -0.87827 -2.80572 -4.85173 -0.09 0.08 0.05
C 0.71431 3.00512 4.77146 -0.05 0.07 -0.07
B 2.23865 -2.57909 1.24496 0.25 -0.27 0.13
H -1.14547 -3.72863 -4.33173 0.02 -0.02 -0.01
H 2.66315 -2.90309 -5.14113 0.01 0.03 0.01
H 4.28973 5.80857 1.14570 -0.03 -0.03 -0.02
H 5.14292 3.63642 0.26214 0.01 -0.01 0.01
H 4.80342 3.74972 -4.01808 -0.04 -0.01 0.02
H 4.74563 1.57509 -2.78397 0.01 -0.01 0.00
H -4.44603 -2.08967 3.10091 -0.04 0.02 0.00
H 1.80311 2.92042 4.73546 0.01 0.00 0.00
H -2.48201 -3.53486 3.75564 -0.02 -0.02 -0.01
H 1.11476 -1.25505 -6.19493 -0.01 0.03 0.00
H -3.27416 -4.53288 -1.22580 0.01 -0.03 0.01
H 4.27662 3.38603 1.75874 0.01 -0.01 0.01
H 0.76466 5.15898 5.09642 -0.01 -0.03 -0.03
H -1.87524 -1.27300 -6.02319 -0.02 -0.03 0.00
H -2.57647 -2.88730 -6.21584 0.02 0.02 0.04
H 3.53224 -1.60582 -4.33032 -0.02 -0.01 -0.02
H -5.71609 -4.29215 -1.71688 0.02 0.03 0.00
H -5.00144 -3.33936 2.00976 -0.02 0.02 0.00
H -4.86844 -2.78404 -2.09915 -0.02 -0.02 0.02
H 0.41990 2.78098 5.79732 0.02 -0.02 0.00
H -1.19596 1.38623 6.16972 0.02 -0.01 0.01
H -3.69826 1.35986 4.39033 0.01 0.03 0.02
H 3.51980 5.43225 -0.40311 0.00 0.00 0.04
H 3.57959 -1.72864 -6.09647 -0.01 -0.01 0.02
H -2.87922 -1.95352 -4.74210 0.02 0.01 -0.04
H -2.93247 2.81339 5.03159 -0.02 -0.02 0.01
H -0.79121 4.54960 4.51489 0.04 0.01 -0.01
H -4.21295 -4.65701 0.24333 0.02 -0.01 0.00
H -2.21769 -3.03528 -2.47321 0.02 0.02 0.02
H -2.70479 -0.80603 3.51735 0.01 0.00 -0.03
H -0.16164 -3.08263 -5.62559 0.01 -0.01 0.00
H 2.63115 5.18940 1.10034 0.03 0.01 -0.02
H 2.17896 3.07071 2.47945 0.01 -0.02 -0.03
H 3.12879 3.19616 -3.86131 0.02 0.01 0.01
H -3.66920 1.64466 6.13705 0.02 -0.01 -0.04
H 1.99521 0.07446 -5.47329 -0.01 0.02 -0.02
H 2.76264 0.73036 -3.46491 -0.01 0.02 0.04
H -5.80912 -2.91115 -0.61368 0.01 -0.01 -0.02
H 0.56595 4.69468 3.39996 -0.01 0.01 0.03
H -4.02476 -4.34938 4.07475 0.03 0.02 -0.02
H -3.05190 -4.79033 2.66293 0.00 0.03 0.02
H 5.33613 2.85895 -1.75555 0.01 -0.03 0.00
H 3.73264 4.47536 -2.81019 0.01 -0.02 -0.02
H -1.93525 -0.05201 5.50354 0.02 0.00 0.01
```
Forces are in eV/Å.

Results
* expectation value of S²: 6.041
* LUMO (alpha / beta): -0.83 / -3.07 eV
* maximum force: 1.043 eV/A
* spin multiplicity: 5

Mulliken population analysis, charges in e, atoms 1 to 6:
1. Ir 2.404
2. F -0.376
3. F 0.050
4. F -0.378
5. F -0.375
6. N -0.766

***

C36H44BN12O3PS6V | ωB97M-V with the def2-TZVPD basis set

The geometry in XYZ format:
```
104
Properties=species:S:1:pos:R:3:forces:R:3
V 0.81195 -0.76620 0.23614 -1.93 -2.18 4.34
S 1.58432 0.04607 -3.56820 -0.23 0.08 -0.11
S -1.24293 1.26755 -1.61585 -0.21 0.37 -0.22
S -2.82830 -1.76837 -1.84271 -0.01 -0.11 -0.22
S 2.87692 2.72976 2.23641 0.28 -0.06 0.30
S -2.68527 1.59902 -0.17869 -0.06 -0.01 0.04
S 1.52845 -4.05664 -1.47711 0.04 -0.01 -0.26
P 0.25882 -1.34201 3.80841 -0.05 0.14 -0.39
O 2.50325 1.33024 -0.67103 0.08 0.07 -0.04
O 0.12583 -1.49638 -1.13297 -1.47 -1.40 -3.05
O 1.74940 0.35051 -0.28187 3.13 3.82 -2.35
N 3.05910 -1.62757 3.67695 -0.25 -0.01 -0.22
N -5.10111 0.40503 -0.53862 0.22 0.11 -0.18
N -1.54579 -3.31653 2.88468 0.07 0.10 -0.13
N -2.52878 3.21360 -3.04771 0.13 0.00 0.16
N -0.56881 1.34723 3.67878 0.04 -0.23 -0.23
N 2.14504 -1.25284 1.71606 0.53 -0.50 0.48
N -4.51195 1.61486 -2.26649 -0.05 -0.09 0.35
N -0.37155 -2.34068 1.29241 -0.31 -0.11 0.22
N 3.56481 4.63916 0.51502 0.01 0.21 -0.09
N -0.45889 3.74668 -2.56919 -0.32 -0.05 -0.07
N 0.11647 0.55345 1.74351 -0.53 0.05 0.21
N 1.80204 5.09995 1.92658 -0.07 0.29 -0.12
C 1.89688 -1.44663 3.00746 0.09 -0.01 0.24
C -2.28125 4.45548 -3.56297 0.05 0.22 0.02
C -0.91574 1.41393 5.08774 0.03 -0.03 0.29
C -6.12334 0.33129 -1.44805 -0.09 0.00 -0.10
C -0.69421 -0.55222 -4.56996 -0.03 -0.05 0.05
C 4.62505 3.80552 -0.03057 0.05 -0.07 0.03
C 3.49715 -1.32975 1.55421 0.18 -0.02 0.04
C -0.99622 4.78944 -3.27584 -0.11 0.03 -0.11
C -3.28181 -3.84220 -3.25599 -0.04 -0.08 -0.07
C 1.39784 -3.45840 -3.96067 0.00 -0.01 0.05
C -0.57168 2.38617 2.79779 -0.11 0.08 -0.20
C -1.87935 -3.61119 -3.32415 0.12 0.04 0.00
C 2.77034 4.23898 1.52078 -0.12 -0.32 0.17
C -1.14328 -3.31740 0.73217 -0.09 -0.21 0.03
C -3.92318 -2.92713 -2.49011 0.05 0.21 0.20
C -5.04421 -0.25726 0.75119 0.01 -0.02 0.25
C -0.14756 0.45624 -5.40816 -0.07 0.09 0.01
C 0.12383 -0.87191 -3.52669 0.12 0.14 0.43
C 2.40373 -5.02861 -2.59371 -0.07 0.03 0.19
C 1.68483 6.48793 1.52000 0.11 -0.01 0.00
C 0.93145 -3.05347 -2.74881 0.05 0.05 0.24
C 3.20027 -1.80187 5.11326 -0.04 0.03 0.28
C -5.74857 1.07526 -2.51826 -0.12 -0.11 0.02
C -2.12242 -3.62493 4.18364 0.05 -0.06 0.25
C -1.87996 -3.92576 1.70721 0.05 0.01 -0.20
C 0.92047 3.69891 -2.12084 0.42 -0.03 0.11
C 4.07489 -1.56104 2.76902 0.08 0.02 -0.15
C -0.62394 -2.37076 2.59397 0.12 -0.04 0.20
C -1.40930 2.80036 -2.45309 0.22 -0.07 0.03
C -4.13721 1.18853 -1.06633 0.00 0.04 0.01
C -1.47773 -2.52261 -2.61528 -0.02 0.14 0.47
C 1.07190 0.87734 -4.98047 0.17 -0.02 0.09
C -0.13025 1.88697 1.60808 -0.10 0.17 0.02
C -0.07117 -1.94792 -2.46231 0.04 -0.43 -0.81
C 2.24137 -4.59922 -3.87006 0.00 -0.08 -0.04
C -0.14566 0.24924 3.01155 0.12 0.12 0.28
B -3.81537 2.41086 -3.43266 0.20 -0.15 -0.26
H -5.72472 -1.10445 0.74325 -0.02 0.03 -0.03
H 4.91293 4.19782 -1.00422 -0.02 0.04 0.01
H 5.49879 3.79034 0.62297 -0.02 -0.02 0.01
H -0.03005 1.28111 5.70786 0.02 0.06 -0.04
H 2.69705 -5.07535 -4.72528 0.05 0.00 0.02
H -3.03167 5.00096 -4.10613 -0.03 -0.02 0.03
H 5.10702 -1.67418 3.04989 -0.01 0.00 0.03
H -5.32859 0.42950 1.54830 -0.04 -0.03 -0.02
H 4.23093 -2.05161 5.34625 0.00 -0.02 -0.07
H 2.49322 7.11221 1.91224 0.01 0.00 -0.02
H -0.42872 5.66994 -3.51906 0.03 -0.02 0.01
H 4.24870 2.79238 -0.14141 0.03 -0.01 -0.01
H 0.07280 2.41572 0.69396 0.00 -0.01 -0.01
H -6.26248 1.26319 -3.44396 0.01 0.01 -0.01
H -2.46973 -2.71734 4.67378 -0.01 -0.01 -0.04
H -4.03065 -0.61377 0.92951 -0.01 -0.03 -0.06
H -1.19177 -4.22610 -3.88538 0.00 -0.04 0.01
H -4.97164 -2.86197 -2.24734 -0.03 -0.05 -0.06
H 3.96389 -1.21189 0.59094 0.00 0.05 0.02
H 0.74356 6.87959 1.89677 0.00 0.02 -0.02
H -1.64945 -1.02417 -4.75049 -0.01 0.00 0.05
H -1.63668 0.63982 5.34305 -0.03 0.04 -0.05
H 1.67205 6.57355 0.43195 -0.04 0.00 0.01
H 2.98944 -5.85922 -2.23502 0.03 0.01 -0.02
H -1.39716 -4.12072 4.82732 0.01 0.00 -0.04
H 3.63567 5.62859 0.33481 -0.07 -0.03 -0.02
H 1.72106 1.60719 -5.43885 -0.02 0.01 0.00
H 1.15005 -2.97005 -4.89247 -0.02 0.05 0.02
H -1.10585 -3.55026 -0.31579 -0.06 0.05 -0.02
H 1.19452 4.66666 -1.70456 -0.07 -0.02 0.03
H -0.87632 3.37888 3.07766 0.03 0.00 0.04
H -2.59526 -4.72774 1.65263 0.00 -0.01 0.05
H -3.47834 1.59899 -4.24941 -0.07 -0.08 -0.07
H 1.36794 4.83099 2.79096 0.05 -0.05 0.05
H -0.64687 0.84605 -6.28327 0.03 -0.01 -0.02
H 2.93909 -0.88090 5.63341 0.04 0.00 -0.03
H -3.77640 -4.66234 -3.75465 -0.02 0.01 0.00
H 1.08101 2.92269 -1.37590 -0.08 -0.05 0.01
H -2.96844 -4.29014 4.03704 0.00 0.01 -0.01
H 1.57665 3.47576 -2.96067 -0.05 -0.01 -0.04
H 2.55210 -2.60230 5.46394 0.05 -0.03 -0.03
H -7.02034 -0.23047 -1.25699 -0.01 0.01 0.01
H -1.34955 2.38639 5.30102 -0.01 0.00 -0.04
H -4.61843 3.19954 -3.82590 -0.05 0.07 -0.10
```
Forces are in eV/Å.

Results
* expectation value of S²: 0.838
* LUMO (alpha / beta): -4.81 / -4.81 eV
* maximum force: 5.470 eV/A
* spin multiplicity: 2
* net charge: +2

Mulliken population analysis, charges in e, atoms 1 to 6:
1. V 1.121
2. S 0.054
3. S 0.178
4. S 0.900
5. S -0.254
6. S -0.097